A molecular structure, C45H45Cl2F6MgN3O2P3. Source: the Open Molecules 2025 dataset; level of theory: ωB97M-V with the def2-TZVPD basis set.

The total energy is -130617.524 eV. As for the HOMO-LUMO gap (spin up / spin down): 7.48 / 5.73 eV. The charge is +2. Its expectation value of S² is 0.76. The calculation puts the energy relative to the best compared isomer or geometry (same formula, charge and spin) at 5.2 kcal per mole. As for the multiplicity: 2. The calculation puts the LUMO energy (spin up / spin down) at -0.19415 / -0.26023 Ha. The value obtained for the maximum force is 0.72 eV/Å.

```
107
Properties=species:S:1:pos:R:3:forces:R:3:lowdin_spin:R:1
Mg 0.6557 -1.2855 3.0002 -0.1 0.3 -0.1 0.00
F -0.1120 -2.4872 1.5965 -0.1 0.2 0.0 0.00
P 0.5645 -4.0403 2.0398 -0.1 0.1 -0.2 0.00
F 1.6456 -3.0370 2.9237 0.0 0.2 0.1 0.00
F 1.5400 -3.8608 0.8010 -0.1 -0.1 0.1 0.00
F 1.2734 -5.3226 2.5568 0.0 -0.1 0.0 0.00
F -0.5511 -4.7362 1.1761 0.2 0.0 0.1 0.00
F -0.3963 -3.9410 3.3238 0.1 -0.2 -0.2 0.00
C -4.3942 -2.6542 3.9842 -0.1 0.0 0.0 0.00
C -3.1095 -2.0428 4.4023 0.1 0.0 0.2 0.00
C -2.5960 -1.7419 5.6530 0.0 0.0 -0.2 0.00
C -1.3236 -1.2067 5.4227 -0.4 0.0 0.1 0.00
N -1.0830 -1.1648 4.1150 0.6 -0.1 -0.2 0.00
N -2.1747 -1.6761 3.5169 -0.3 -0.1 0.0 0.00
C -0.3169 -0.7391 6.4075 0.1 0.0 0.1 0.00
H -4.9222 -3.0364 4.8528 0.0 0.0 0.0 0.00
H -4.2224 -3.4819 3.2956 0.0 0.0 0.0 0.00
H -5.0362 -1.9219 3.4943 0.0 0.0 0.0 0.00
H -3.0766 -1.8914 6.6005 -0.1 0.0 0.1 0.00
H -2.1833 -1.8207 2.5199 0.0 0.0 0.0 0.00
H -0.8028 -0.2827 7.2672 0.0 0.0 0.0 0.00
H 0.3511 0.0010 5.9626 0.0 0.0 0.0 0.00
H 0.2858 -1.5719 6.7690 0.0 0.0 0.0 0.00
C -3.4592 -1.6967 -2.1834 0.2 0.1 -0.1 0.05
P -2.3319 -1.8725 -0.6778 -0.4 -0.5 -0.2 0.01
C -0.7478 -2.0255 -1.5634 0.1 0.1 0.3 0.05
C 0.4338 -1.4220 -1.1496 0.1 0.1 0.1 0.00
C 1.6186 -1.6277 -1.8435 -0.2 0.0 0.1 0.04
C 1.6503 -2.4704 -2.9445 -0.1 -0.1 -0.1 0.00
C 0.4964 -3.1402 -3.3214 0.1 0.0 -0.1 0.04
C -0.6930 -2.9227 -2.6358 0.0 -0.2 0.0 0.05
C -2.4733 -0.2163 0.0600 0.1 0.0 -0.1 0.00
C -3.6062 -0.0445 0.8592 0.0 0.0 0.0 0.00
C -3.8579 1.1713 1.4711 0.0 0.0 0.1 0.00
C -2.9613 2.2199 1.3226 0.1 0.0 0.0 0.00
C -1.8254 2.0533 0.5432 -0.1 0.0 0.0 0.00
C -1.5921 0.8450 -0.0952 0.2 0.1 0.0 0.00
P -2.6357 -1.2102 -3.7339 -0.2 0.3 0.0 0.45
C -2.1550 0.5128 -3.7871 0.0 -0.2 0.1 0.05
C -2.7131 1.4787 -2.9521 -0.1 0.0 0.0 0.02
C -2.3119 2.7995 -3.0674 0.0 0.0 0.0 0.00
C -1.3555 3.1573 -4.0043 0.0 0.0 0.0 0.02
C -0.7925 2.1963 -4.8348 0.0 0.0 0.0 0.00
C -1.1853 0.8757 -4.7251 0.0 -0.1 -0.1 0.02
C -3.6261 -1.6219 -5.1506 0.1 0.0 0.2 0.07
C -4.0377 -0.6464 -6.0619 0.0 0.1 -0.1 0.04
C -4.8371 -1.0105 -7.1298 0.0 0.0 0.0 0.00
C -5.2120 -2.3361 -7.3015 0.0 0.0 0.0 0.05
C -4.7877 -3.3105 -6.4064 0.0 0.0 0.0 0.00
C -3.9906 -2.9586 -5.3363 0.0 -0.1 0.0 0.04
H -4.2589 -0.9791 -1.9720 0.0 -0.1 0.0 0.01
H -3.9414 -2.6565 -2.3851 0.0 0.0 0.0 0.00
H 0.4278 -0.8205 -0.2503 0.1 -0.1 0.0 0.00
H 2.5279 -1.1484 -1.5049 0.1 0.0 0.0 0.00
H 2.5772 -2.6398 -3.4723 0.0 0.0 0.0 0.00
H 0.5180 -3.8599 -4.1272 0.0 0.0 0.0 0.00
H -1.5299 -3.5835 -2.8434 -0.1 0.1 -0.1 0.01
H -4.2948 -0.8707 1.0039 0.0 0.0 0.0 0.00
H -4.7447 1.2954 2.0764 0.0 0.0 0.0 0.00
H -3.1470 3.1632 1.8154 0.0 0.1 0.0 0.00
H -1.1230 2.8677 0.4240 0.0 0.0 0.0 0.00
H -0.7220 0.7349 -0.7315 -0.1 0.1 0.0 0.00
H -3.4714 1.2157 -2.2261 0.0 0.0 0.0 0.00
H -2.7579 3.5496 -2.4306 0.0 0.0 0.0 0.00
H -1.0554 4.1914 -4.0976 0.0 0.0 0.0 0.00
H -0.0571 2.4790 -5.5741 0.0 0.0 0.0 0.00
H -0.7495 0.1253 -5.3738 0.0 0.0 0.0 0.00
H -3.7506 0.3874 -5.9282 0.0 0.0 0.0 0.00
H -5.1707 -0.2574 -7.8292 0.0 0.0 0.0 0.00
H -5.8350 -2.6132 -8.1397 0.0 0.0 0.0 0.00
H -5.0748 -4.3418 -6.5495 0.0 0.0 0.0 0.00
H -3.6480 -3.7239 -4.6514 0.0 0.0 0.0 0.00
Cl 3.2419 -1.3102 6.7826 0.1 0.1 0.0 0.00
C 3.6267 -0.1063 5.5755 0.0 0.0 0.0 0.00
Cl 3.0876 -0.6006 3.9355 0.2 -0.1 -0.1 0.00
H 4.7039 0.0044 5.4914 -0.1 0.0 0.1 0.00
H 3.1300 0.8355 5.7919 0.1 -0.1 0.1 0.00
C 6.0403 1.2142 1.9740 0.1 0.0 0.1 0.00
O 5.1120 1.3695 0.9112 -0.1 0.1 -0.1 0.00
C 5.4141 2.2450 -0.0706 0.0 0.0 -0.3 0.00
C 6.6181 2.9332 -0.1904 -0.1 -0.1 0.1 0.00
C 6.8451 3.7574 -1.2797 0.0 0.1 -0.1 0.00
C 5.8909 3.9099 -2.2742 0.0 0.0 0.0 0.00
C 4.6848 3.2447 -2.1603 0.0 0.0 0.2 0.00
C 4.4335 2.4388 -1.0575 0.4 0.3 0.1 0.00
N 3.2090 1.7300 -1.0024 -0.4 -0.3 0.1 0.00
C 2.3940 1.4919 0.0043 -0.1 0.0 -0.1 0.00
C 2.2885 2.0850 1.2724 0.0 0.0 0.1 0.00
C 2.9247 3.3061 1.6226 0.0 0.1 0.1 0.00
C 2.6369 3.9384 2.7964 0.0 -0.1 -0.1 0.00
C 1.6892 3.3665 3.6737 0.0 0.0 -0.1 0.00
C 1.0724 2.1824 3.3813 0.0 0.0 0.0 0.00
C 1.3679 1.4720 2.1880 0.0 0.5 0.1 0.00
O 0.8147 0.3354 1.9566 0.2 -0.6 -0.3 0.00
H 5.5632 0.5385 2.6793 0.1 0.0 0.0 0.00
H 6.2400 2.1728 2.4584 0.0 0.0 0.0 0.00
H 6.9737 0.7724 1.6192 0.0 0.0 0.0 0.00
H 7.3895 2.8099 0.5536 0.0 0.0 0.0 0.00
H 7.7890 4.2775 -1.3548 0.0 0.0 0.0 0.00
H 6.0824 4.5436 -3.1260 0.0 0.0 0.0 0.00
H 3.9195 3.3610 -2.9153 -0.1 0.0 -0.1 0.00
H 2.9455 1.3007 -1.8806 0.0 -0.1 0.1 0.00
H 1.6370 0.7524 -0.2304 0.0 0.0 0.0 0.00
H 3.6181 3.7568 0.9274 0.0 0.0 0.0 0.00
H 3.1069 4.8774 3.0457 0.0 0.0 0.0 0.00
H 1.4387 3.8833 4.5903 0.0 0.0 0.1 0.00
H 0.3257 1.7606 4.0454 0.0 0.0 0.0 0.00
```
Positions in Å, forces in eV/Å.

***

9 unconnected molecules or ions with the total composition C45H45N9 at a distorted geometry. Source: the Open Molecules 2025 dataset; level of theory: ωB97M-V with the def2-TZVPD basis set.

The total energy is -60801.435 eV. As for the HOMO-LUMO gap: 9.75 eV. The calculation puts the energy relative to the best compared isomer or geometry (same formula, charge and spin) at 61.8 kcal per mole. As for the SMILES: c1ccncc1.c1ccncc1.c1ccncc1.c1ccncc1.c1ccncc1.c1ccncc1.c1ccncc1.c1ccncc1.c1ccncc1. The calculation puts the LUMO energy at 0.02224 Ha. The value obtained for the maximum force is 4.08 eV/Å.

```
99
Properties=species:S:1:pos:R:3:forces:R:3:lowdin_charge:R:1
N 3.9190 -4.4446 0.6917 1.7 0.7 0.5 0.05
C 5.3145 -4.4662 0.8282 -3.0 -0.9 -0.7 -0.15
C 6.0424 -3.3489 0.9056 0.1 2.9 -0.1 -0.10
C 5.3507 -2.1230 0.9022 -0.3 0.5 -0.8 -0.08
C 3.9677 -2.0271 0.7981 0.2 -1.0 0.6 -0.07
C 3.2767 -3.2396 0.7182 1.6 -2.2 -0.1 -0.15
H 5.8639 -5.3932 0.7558 -0.6 -0.5 0.1 0.09
H 7.1202 -3.3064 0.8514 0.1 -0.3 0.2 0.10
H 5.8831 -1.1895 0.7943 0.3 0.0 0.5 0.10
H 3.4374 -1.0879 0.8529 0.1 0.1 -0.2 0.08
H 2.2165 -3.4103 0.6030 -0.2 0.7 0.1 0.08
N -1.7608 -3.0310 -1.1914 -0.1 -0.7 -0.2 0.04
C -1.9490 -4.3823 -1.4924 2.1 1.9 0.6 -0.11
C -0.8558 -5.2195 -1.7067 -0.7 0.4 0.0 -0.10
C 0.4164 -4.6982 -1.6872 0.4 1.7 -0.4 -0.08
C 0.6168 -3.3026 -1.5067 -1.5 -0.7 0.1 -0.06
C -0.5194 -2.4706 -1.1954 0.7 -3.7 -0.8 -0.11
H -2.9267 -4.8408 -1.5064 -0.4 0.7 0.1 0.10
H -0.9737 -6.2663 -1.9450 -0.3 -0.1 0.1 0.10
H 1.2215 -5.3785 -1.9228 0.4 0.2 0.1 0.10
H 1.6106 -2.8975 -1.6281 0.0 0.2 0.2 0.08
H -0.2840 -1.4500 -0.9321 -0.8 0.3 0.0 0.08
N -0.1973 4.4367 -5.3269 -1.2 -1.2 -0.8 0.06
C -1.3946 3.8504 -4.9939 1.9 0.3 0.8 -0.16
C -2.4456 3.5065 -5.8153 0.3 1.1 -2.3 -0.06
C -2.2744 3.8608 -7.1884 1.9 -0.1 2.1 -0.04
C -0.9971 4.4139 -7.5463 -3.6 -1.3 -1.3 -0.08
C 0.0008 4.6253 -6.6458 -0.6 1.2 1.2 -0.17
H -1.4186 3.6182 -3.9394 -0.4 0.1 0.2 0.09
H -3.3783 3.1042 -5.4482 0.1 -0.2 0.2 0.09
H -3.0488 3.6863 -7.9207 0.0 0.1 -0.1 0.10
H -1.0179 4.6598 -8.5977 1.0 0.3 -0.1 0.09
H 0.8542 5.2037 -6.9677 0.5 -0.3 0.2 0.10
N 0.8794 -0.1954 5.7134 -0.9 -0.5 1.5 0.05
C 1.1310 0.2108 7.0057 0.0 -2.3 -1.8 -0.14
C 1.6810 -0.6701 7.9380 -1.0 0.2 0.2 -0.07
C 1.8280 -2.0502 7.6538 -0.2 1.7 -0.6 -0.06
C 1.5456 -2.4342 6.3494 -0.2 -0.1 0.8 -0.07
C 0.9815 -1.5177 5.4552 1.8 1.4 0.2 -0.15
H 0.7540 1.1802 7.2964 0.5 0.3 -0.2 0.10
H 1.8013 -0.1823 8.8940 0.3 -0.6 0.5 0.09
H 2.1062 -2.8024 8.3772 0.3 0.2 0.1 0.10
H 1.8059 -3.4559 6.1154 -0.5 -0.1 -0.5 0.10
H 0.8372 -1.7861 4.4190 -0.3 -0.2 -0.1 0.08
N 3.3462 0.1619 -2.6986 -0.9 0.2 -0.4 0.05
C 4.1351 1.2408 -2.5963 -1.0 0.1 -0.7 -0.16
C 3.7653 2.5084 -3.0724 -1.8 0.0 -0.6 -0.05
C 2.4760 2.6789 -3.6982 2.1 -1.2 1.6 -0.05
C 1.6766 1.5363 -3.7165 -0.8 0.4 -1.0 -0.11
C 2.1067 0.3157 -3.2611 2.9 0.0 0.9 -0.15
H 5.1272 1.0480 -2.2155 0.1 0.1 0.3 0.10
H 4.4205 3.3613 -2.9744 0.2 -0.1 0.0 0.09
H 2.1971 3.6360 -4.1135 -0.3 -0.1 0.0 0.08
H 0.7105 1.5045 -4.1983 -0.2 0.5 -0.1 0.09
H 1.5825 -0.6142 -3.4250 -0.4 0.1 0.2 0.10
N 1.1211 0.5344 0.7340 0.3 -0.2 0.2 0.07
C 0.1676 0.0622 1.5393 -1.0 0.6 -0.4 -0.15
C -1.1835 0.4139 1.4094 0.1 0.6 -1.3 -0.05
C -1.5257 1.3061 0.3758 0.9 -0.5 0.5 -0.06
C -0.5042 1.8102 -0.4484 -1.8 -0.5 0.4 -0.07
C 0.7836 1.3859 -0.2404 -0.1 0.1 0.3 -0.16
H 0.4123 -0.6085 2.3497 0.5 -0.1 0.0 0.08
H -1.9725 -0.0241 2.0027 0.2 0.0 0.3 0.09
H -2.5604 1.5854 0.2423 -0.1 0.1 -0.1 0.08
H -0.7905 2.4511 -1.2692 0.3 0.2 -0.1 0.09
H 1.5280 1.8178 -0.8929 0.6 -0.4 0.1 0.09
N -4.8503 1.0769 -3.6819 0.0 -0.7 -1.2 0.04
C -4.5109 1.2412 -2.4144 -1.5 1.0 1.3 -0.16
C -5.3471 1.9200 -1.4852 -0.8 -0.3 -2.0 -0.06
C -6.6287 2.3545 -1.9710 1.4 -0.8 0.5 -0.07
C -7.0157 2.0277 -3.2678 1.2 -0.6 0.0 -0.07
C -6.0611 1.4054 -4.1191 -1.1 0.9 1.9 -0.14
H -3.6049 0.7663 -2.0678 0.3 0.1 -0.1 0.09
H -5.0529 1.9907 -0.4484 -0.1 0.2 0.0 0.09
H -7.3158 2.8492 -1.3005 -0.1 0.0 0.1 0.10
H -8.0366 2.1368 -3.6027 0.0 0.4 -0.1 0.09
H -6.4198 1.1765 -5.1117 0.7 -0.2 -0.3 0.10
N -5.1067 -1.8565 2.6261 -0.1 0.5 -1.9 0.05
C -6.3456 -1.3241 2.4072 1.4 0.0 -0.8 -0.14
C -6.7851 -0.8394 1.1493 0.8 -0.6 1.1 -0.08
C -5.9657 -1.0122 0.0538 0.9 0.0 0.3 -0.10
C -4.6808 -1.5883 0.2113 -0.7 0.3 1.5 -0.06
C -4.2699 -1.9413 1.5272 -2.4 0.1 -0.6 -0.14
H -6.9746 -1.2496 3.2820 -0.1 0.0 0.1 0.09
H -7.7111 -0.2996 1.0173 -0.2 -0.2 0.3 0.09
H -6.3403 -0.5738 -0.8594 0.3 -0.4 -0.4 0.09
H -3.9899 -1.7362 -0.6056 0.0 0.0 -0.1 0.07
H -3.3018 -2.4119 1.6152 0.1 0.1 0.5 0.09
N 4.7606 -0.1463 3.8206 0.0 1.8 0.7 0.07
C 3.6286 0.5999 3.9323 0.7 -0.8 0.0 -0.14
C 3.5686 1.7924 4.6440 0.8 1.1 -0.4 -0.08
C 4.7401 2.3512 5.1573 -0.7 -0.7 0.1 -0.09
C 5.9048 1.6343 5.0371 0.3 -0.1 0.2 -0.09
C 5.8579 0.4142 4.3802 -0.4 -0.6 -0.7 -0.15
H 2.7997 0.1689 3.3904 -0.4 0.2 0.2 0.08
H 2.7636 2.5093 4.7105 -0.8 -0.8 -0.3 0.10
H 4.6503 3.3029 5.6597 0.3 0.1 0.0 0.10
H 6.8276 1.9885 5.4723 0.2 0.0 -0.1 0.10
H 6.7731 -0.1283 4.1946 0.2 -0.2 0.2 0.10
```
Positions in Å, forces in eV/Å.